A molecular structure, C4H8O3, computed with ωB97M-V/def2-TZVPD.

Its energy relative to the best compared isomer or geometry (same formula, charge and spin) is 547.6 kJ/mol. As for the total energy: -10415.328 eV.

Last column: Mulliken charge in e.
Positions of all 15 atoms, in Å:
C -2.412 -0.126 0.106  -0.67
O -1.210 0.635 0.236  -0.21
C -0.396 0.917 -1.087  0.00
O -1.009 0.744 -2.083  -0.40
C 0.468 -0.154 0.501  -0.25
C 1.858 0.085 -0.066  -0.37
O 2.707 -0.671 0.783  -0.51
H -2.271 -0.955 -0.598  0.33
H -2.698 -0.497 1.093  0.27
H -3.197 0.528 -0.282  0.26
H 0.419 0.150 1.543  0.30
H 0.124 -1.177 0.353  0.29
H 1.911 -0.259 -1.107  0.30
H 2.091 1.154 -0.037  0.35
H 3.615 -0.376 0.645  0.31

Force components x, y, z for each atom (eV/Å):
C -0.16 -0.10 0.00
O 0.12 0.05 0.03
C -0.45 -0.04 -0.84
O 0.46 0.07 0.69
C 0.09 -0.22 0.23
C -0.26 0.28 -0.29
O 0.25 -0.01 0.03
H -0.02 0.12 0.10
H 0.05 0.04 -0.13
H 0.08 -0.11 0.07
H -0.02 -0.04 -0.15
H 0.00 0.17 -0.03
H 0.00 0.05 0.17
H -0.02 -0.18 0.03
H -0.12 -0.09 0.08